{
  "formula": "C25H55Br20ClO3Si2",
  "method": "ωB97M-V with the def2-TZVPD basis set",
  "orbital_gap_ev": 9.7,
  "lumo_energy_ev": 0.2,
  "e_tot_ha": -53730.8960,
  "species": ["C", "O", "C", "Si", "Cl", "O", "Si", "C", "C", "C", "O", "H", "H", "H", "H", "H", "H", "H", "H", "H", "H", "H", "H", "H", "H", "H", "Br", "C", "C", "Br", "H", "H", "H", "H", "Br", "C", "C", "Br", "H", "H", "H", "H", "Br", "C", "C", "Br", "H", "H", "H", "H", "Br", "C", "C", "Br", "H", "H", "H", "H", "Br", "C", "C", "Br", "H", "H", "H", "H", "Br", "C", "C", "Br", "H", "H", "H", "H", "Br", "C", "C", "Br", "H", "H", "H", "H", "Br", "C", "C", "Br", "H", "H", "H", "H", "Br", "C", "C", "Br", "H", "H", "H", "H", "Br", "C", "C", "Br", "H", "H", "H", "H"],
  "positions_angstrom": [[-4.76601, -1.21072, -3.95665], [-5.25692, -2.23937, -3.11264], [-4.72428, -3.51926, -3.44683], [-4.23559, -4.31617, -1.81226], [-3.18979, -6.04384, -2.29162], [-3.36415, -3.18675, -0.99034], [-2.07751, -3.54124, 0.03154], [-0.67781, -2.40565, -0.50347], [-0.58638, -2.25842, -2.01995], [-0.15967, -3.56945, -2.66236], [0.43871, -1.26044, -2.31154], [-3.67852, -1.13504, -3.88747], [-5.21211, -0.28819, -3.60335], [-5.06599, -1.41292, -4.98568], [-5.42924, -4.12066, -4.01773], [-3.79072, -3.38890, -3.99924], [-5.45082, -4.72344, -1.08935], [-2.42251, -3.17681, 1.42230], [-1.70558, -4.96499, 0.05373], [0.28144, -2.72487, -0.10512], [-0.93734, -1.41648, -0.12727], [-1.50344, -1.85395, -2.43212], [-0.99310, -4.26448, -2.68334], [0.62450, -4.01722, -2.05322], [0.18733, -3.42624, -3.67631], [1.27189, -1.69276, -2.08241], [-3.90682, -3.43383, -7.67235], [-2.34184, -2.66287, -6.80561], [-1.19027, -3.62727, -6.77187], [-1.45668, -5.00192, -5.42294], [-2.65533, -2.34963, -5.81604], [-2.08601, -1.78857, -7.39304], [-0.27078, -3.11464, -6.49449], [-1.04880, -4.13887, -7.71744], [3.86371, -1.36540, 0.37498], [2.50186, -0.05179, 0.83996], [3.12787, 1.25521, 1.22982], [3.89054, 1.20935, 3.02219], [1.89262, -0.49109, 1.62319], [1.90006, 0.07436, -0.05932], [2.38102, 2.04664, 1.26023], [3.92321, 1.53794, 0.55335], [3.00053, 5.39259, 2.98708], [2.98750, 4.60823, 4.76437], [1.60803, 4.16310, 5.16013], [0.48162, 5.67019, 5.66584], [3.40200, 5.34942, 5.43941], [3.65696, 3.75267, 4.70607], [1.65503, 3.53000, 6.04074], [1.09059, 3.63925, 4.36384], [2.51185, -4.68416, 2.32487], [2.07348, -6.37345, 3.18134], [0.64746, -6.77803, 2.92043], [-0.59538, -5.72995, 3.98657], [2.28648, -6.25028, 4.23773], [2.75819, -7.10306, 2.75546], [0.48854, -7.81298, 3.21420], [0.35784, -6.64843, 1.88328], [-1.68282, -3.15991, 6.33694], [-0.70424, -3.74280, 7.91461], [0.70422, -3.20978, 7.93787], [1.88062, -4.15699, 6.71395], [-0.74680, -4.82636, 7.92580], [-1.26354, -3.34832, 8.75959], [1.14349, -3.35105, 8.92236], [0.75461, -2.16144, 7.66526], [-1.00085, 0.65939, -5.59469], [-1.53151, 1.95924, -6.93971], [-1.31071, 1.45169, -8.33965], [0.56946, 1.49637, -8.83717], [-0.97314, 2.86528, -6.73196], [-2.59014, 2.13685, -6.76477], [-1.81598, 2.09034, -9.05999], [-1.64355, 0.42814, -8.47020], [-1.52288, 0.93794, -1.98164], [-2.71772, 2.40797, -1.51470], [-4.04293, 2.33271, -2.22013], [-3.92347, 2.89816, -4.07799], [-2.17996, 3.32624, -1.72515], [-2.86836, 2.31749, -0.44142], [-4.75312, 3.01789, -1.76383], [-4.45647, 1.33062, -2.22334], [4.15751, 1.32449, -3.23002], [2.84059, 2.69058, -2.80275], [3.48739, 4.00955, -2.46593], [4.26903, 3.98418, -0.68407], [2.24217, 2.29958, -1.98631], [2.21880, 2.78397, -3.68996], [2.73909, 4.79872, -2.44423], [4.28189, 4.28342, -3.15115], [6.89291, 3.27473, 7.17686], [5.60640, 4.38183, 8.12414], [4.73619, 3.56740, 9.04241], [3.38471, 2.57444, 8.05576], [5.03374, 4.90996, 7.36985], [6.19772, 5.09346, 8.69494], [4.18380, 4.21724, 9.71682], [5.29674, 2.84039, 9.61912], [0.24198, 4.63415, 0.03583], [-0.04562, 6.54974, 0.20025], [-1.14127, 6.85649, 1.18336], [-2.90040, 6.50087, 0.42765], [-0.25612, 6.92246, -0.79609], [0.90149, 6.95640, 0.54809], [-1.14100, 7.91393, 1.43509], [-1.06341, 6.26787, 2.09107]]
}

***

{
  "formula": "C22H25BrN3O2SV",
  "method": "ωB97M-V with the def2-TZVPD basis set",
  "de_lowest_kj_mol": 45.25,
  "orbital_gap_ev": [6.1, 7.5],
  "lumo_energy_ev": [2.8, 2.8],
  "e_tot_ha": -5084.4249,
  "multiplicity": 4,
  "total_charge": -1,
  "species": ["V", "O", "C", "C", "C", "N", "C", "Br", "C", "H", "H", "H", "H", "O", "N", "C", "C", "C", "C", "C", "S", "H", "H", "H", "H", "C", "C", "C", "C", "C", "C", "C", "C", "C", "C", "C", "C", "N", "H", "H", "H", "H", "H", "H", "H", "H", "H", "H", "H", "H", "H", "H", "H", "H", "H"],
  "positions_angstrom": [[0.52102, 0.20687, -0.60235], [-0.40375, 5.78856, -2.63420], [0.03846, 4.75458, -1.86523], [1.38699, 4.66334, -1.45854], [1.74688, 3.57417, -0.68772], [0.91747, 2.61880, -0.27722], [-0.37646, 2.69332, -0.74713], [1.50141, -0.23879, -2.90962], [-0.85511, 3.76326, -1.52150], [0.34988, 6.34008, -2.86362], [2.11336, 5.42231, -1.72245], [2.76884, 3.48968, -0.32968], [-1.87651, 3.77830, -1.87461], [2.25843, -0.42470, 0.28260], [2.37557, -1.59067, 0.87332], [3.61644, -1.95212, 1.27248], [3.85178, -3.13042, 1.92505], [2.76541, -3.97351, 2.17404], [1.51642, -3.59864, 1.75423], [1.28486, -2.38499, 1.07683], [-0.24283, -1.89627, 0.52262], [4.36760, -1.22002, 1.01897], [4.85844, -3.38084, 2.22501], [2.90484, -4.91627, 2.68719], [0.65399, -4.22790, 1.92197], [-1.71447, 1.51581, -3.73834], [-2.72802, 0.69433, -2.94219], [-2.24692, -0.73406, -2.70165], [-3.23850, 1.37655, -1.67717], [-4.58738, 1.71547, -1.68866], [-5.21223, 2.28429, -0.59123], [-4.48838, 2.43519, 0.56923], [-3.13651, 2.08745, 0.65112], [-2.58102, 2.16892, 2.07759], [-1.08304, 2.05420, 2.34012], [-3.27574, 1.08872, 2.92423], [-2.47105, 1.64858, -0.51379], [-1.05584, 1.56568, -0.48297], [-1.46646, 1.00052, -4.66939], [-0.77815, 1.64587, -3.20113], [-2.12199, 2.49864, -3.98777], [-3.61882, 0.60565, -3.57312], [-1.31239, -0.77468, -2.14638], [-2.05281, -1.22646, -3.65698], [-2.99418, -1.31389, -2.15395], [-5.15478, 1.53155, -2.59438], [-6.25332, 2.58094, -0.63772], [-4.97124, 2.83753, 1.45425], [-2.89645, 3.14810, 2.45857], [-0.69989, 1.07868, 2.04372], [-0.92041, 2.16304, 3.41753], [-0.48429, 2.80554, 1.83323], [-2.95974, 0.09977, 2.58241], [-4.36279, 1.13372, 2.85815], [-2.98852, 1.19139, 3.97377]]
}

***

{
  "formula": "C4H3NO",
  "method": "ωB97M-V with the def2-TZVPD basis set",
  "de_lowest_kj_mol": 104.26,
  "orbital_gap_ev": [7.9, 8.8],
  "lumo_energy_ev": [0.7, -0.9],
  "e_tot_ha": -284.0137,
  "multiplicity": 3,
  "species": ["C", "C", "C", "C", "N", "O", "H", "H", "H"],
  "positions_angstrom": [[1.11300, -0.78746, 0.03706], [0.01463, 0.09375, -0.00961], [2.38326, -0.16238, 0.00343], [1.42042, 1.89840, -0.01737], [0.17567, 1.42623, -0.00382], [3.54492, -0.33458, 0.03338], [0.98675, -1.79692, -0.04646], [-1.08489, -0.20222, -0.19186], [-0.64553, 1.90632, 0.07941]]
}

***

{
  "formula": "C12H17BrClIN2O2P",
  "method": "ωB97M-V with the def2-TZVPD basis set",
  "orbital_gap_ev": 8.2,
  "lumo_energy_ev": -4.4,
  "e_tot_ha": -4400.3519,
  "total_charge": 1,
  "smiles": "C#CC[C@H]1[C@H](N)C(CC(=O)I)=[N+](C[C@@H](C)Cl)[C@H]1P(O)Br",
  "species": ["C", "C", "C", "C", "C", "N", "C", "C", "C", "O", "I", "N", "C", "C", "C", "Cl", "C", "P", "O", "Br", "H", "H", "H", "H", "H", "H", "H", "H", "H", "H", "H", "H", "H", "H", "H", "H", "H"],
  "positions_angstrom": [[1.10575, -0.24869, 4.38208], [1.43840, 0.04321, 3.25329], [2.01465, 0.44682, 1.87596], [1.97474, -0.69727, 0.78128], [0.78182, -1.77081, 0.86656], [1.06740, -3.12128, 0.31157], [-0.36648, -0.90081, 0.13721], [-1.86829, -1.22798, 0.49764], [-2.27871, -2.47474, -0.42550], [-1.51901, -2.95895, -1.23015], [-4.27181, -3.37025, -0.31012], [0.09476, 0.00669, -0.69057], [-0.75113, 0.92960, -1.47388], [-1.20146, 2.24492, -0.71687], [-2.48210, 2.81401, -1.51681], [-1.68214, 2.00719, 1.02329], [1.59764, -0.18082, -0.67348], [2.73810, 1.01868, -1.57518], [2.22600, 0.90547, -3.20621], [2.44049, 3.14510, -0.84674], [0.83046, -0.40387, 5.45170], [3.09619, 0.75379, 2.03230], [1.49496, 1.35509, 1.43796], [2.94912, -1.24520, 0.57041], [0.38044, -1.98396, 1.89996], [0.20509, -3.66094, 0.47963], [1.78055, -3.60556, 0.86809], [-1.95911, -1.58972, 1.55815], [-2.58664, -0.40579, 0.22311], [-0.23787, 1.26887, -2.42900], [-1.65690, 0.34492, -1.83533], [-0.44682, 3.07868, -0.74124], [-2.91328, 2.04200, -2.22991], [-3.26241, 3.24633, -0.83348], [-2.10587, 3.65810, -2.18040], [1.69650, -1.14201, -1.28866], [1.67696, 1.67921, -3.44667]]
}

***

{
  "formula": "C23H54N2NbO5P2",
  "method": "ωB97M-V with the def2-TZVPD basis set",
  "orbital_gap_ev": 6.7,
  "lumo_energy_ev": 2.0,
  "e_tot_ha": -2134.0342,
  "total_charge": -1,
  "species": ["C", "C", "C", "N", "Nb", "O", "C", "C", "C", "C", "C", "C", "C", "C", "P", "N", "P", "O", "H", "H", "H", "H", "H", "H", "H", "H", "H", "H", "H", "H", "H", "H", "H", "H", "H", "H", "H", "H", "H", "H", "H", "H", "C", "C", "O", "C", "C", "H", "H", "H", "H", "H", "H", "H", "H", "H", "H", "C", "C", "O", "C", "C", "H", "H", "H", "H", "H", "H", "H", "H", "H", "H", "C", "C", "O", "C", "C", "H", "H", "H", "H", "H", "H", "H", "H", "H", "H"],
  "positions_angstrom": [[2.12406, 0.08502, -7.37720], [2.18024, 1.53155, -7.88525], [1.00102, 2.40017, -7.44070], [1.41100, 3.58787, -6.65706], [1.35090, 3.44185, -4.59326], [-0.59695, 3.05838, -4.64484], [3.61966, 3.71534, -4.51961], [4.22071, 3.08178, -3.30632], [4.34276, 1.68921, -3.23277], [4.88261, 1.07346, -2.12213], [5.31906, 1.82272, -1.03082], [5.86817, 1.11078, 0.17059], [5.22009, 3.19735, -1.11355], [4.68524, 3.82782, -2.23134], [0.98604, 5.98319, -4.05985], [1.94161, 6.58837, -2.90917], [1.26367, 3.08610, -2.00651], [-0.19033, 3.17750, -1.57743], [1.67651, -0.55674, -8.12757], [3.13101, -0.28299, -7.21796], [1.58792, 0.00691, -6.44256], [3.11620, 1.97017, -7.55852], [2.20305, 1.51207, -8.96915], [0.27566, 1.82501, -6.88518], [0.48587, 2.75282, -8.33510], [2.34655, 3.83447, -6.96455], [1.63810, 1.63250, -4.61500], [-0.77608, 2.32544, -4.03970], [3.88313, 4.76951, -4.56108], [4.04903, 3.22185, -5.38782], [4.00269, 1.09753, -4.06224], [4.95378, -0.00231, -2.10171], [6.74342, 0.53802, -0.11632], [6.08846, 1.78154, 0.98867], [5.13521, 0.39300, 0.52160], [5.56935, 3.79429, -0.28773], [4.61686, 4.89916, -2.25950], [1.10872, 6.72277, -5.26595], [-0.35864, 6.16081, -3.66343], [2.57958, 5.87677, -2.58143], [1.99232, 4.05118, -1.26657], [1.75688, 1.81515, -1.60266], [-2.07694, 0.35406, 3.38695], [-1.33979, 1.58805, 3.88302], [-0.26918, 1.98715, 3.06067], [-0.60980, 2.32193, 1.71512], [-1.59537, 3.46533, 1.58810], [-1.38642, -0.48414, 3.27860], [-2.86127, 0.07376, 4.09321], [-2.54682, 0.52331, 2.41829], [-0.89494, 1.37631, 4.85732], [-2.04365, 2.41635, 4.03184], [-0.97340, 1.43703, 1.18376], [0.32210, 2.60987, 1.23417], [-2.56273, 3.23214, 2.04121], [-1.75288, 3.68173, 0.53179], [-1.20567, 4.36025, 2.07638], [-3.20379, -2.37091, 1.22557], [-4.21749, -3.33817, 0.63946], [-4.05680, -4.67474, 1.08093], [-4.15883, -4.87488, 2.47889], [-5.49705, -4.47126, 3.07268], [-2.18837, -2.69464, 0.99450], [-3.35316, -1.37341, 0.81281], [-3.28972, -2.29589, 2.31050], [-4.10298, -3.37570, -0.44365], [-5.23816, -2.98940, 0.83543], [-3.34037, -4.36409, 2.99781], [-4.00413, -5.94221, 2.63392], [-5.69437, -3.40489, 2.95515], [-5.50906, -4.69852, 4.13920], [-6.30911, -5.01569, 2.58784], [-2.91618, -6.64784, 8.03637], [-2.83188, -6.78262, 6.52500], [-3.03483, -5.57162, 5.82502], [-2.12053, -4.52461, 6.09767], [-0.67476, -4.86426, 5.78018], [-3.88114, -6.23210, 8.32855], [-2.80038, -7.62538, 8.50536], [-2.13752, -5.99562, 8.43365], [-3.62066, -7.44962, 6.17652], [-1.88014, -7.24112, 6.23269], [-2.22001, -4.18977, 7.13657], [-2.44318, -3.69414, 5.46955], [-0.30096, -5.68558, 6.39320], [-0.03994, -3.99727, 5.96304], [-0.57286, -5.15457, 4.73384]]
}

***

{
  "formula": "C4H7N",
  "method": "ωB97M-V with the def2-TZVPD basis set",
  "de_lowest_kj_mol": 208.12,
  "orbital_gap_ev": 10.2,
  "lumo_energy_ev": 1.1,
  "e_tot_ha": -211.2814,
  "smiles": "C#CCNC",
  "species": ["C", "C", "C", "N", "C", "H", "H", "H", "H", "H", "H", "H"],
  "positions_angstrom": [[2.61313, -0.22735, -0.02576], [1.46947, 0.14224, 0.01483], [0.05913, 0.58712, 0.03496], [-0.88387, -0.52030, -0.11165], [-2.24689, -0.04632, -0.00965], [3.63165, -0.56716, -0.04830], [-0.11160, 1.27294, -0.79496], [-0.13622, 1.16149, 0.95517], [-0.68646, -1.21799, 0.60267], [-2.94110, -0.88861, -0.09814], [-2.45572, 0.63249, -0.83978], [-2.48248, 0.51474, 0.91860]]
}